Below is the molecule C20H20ClNO2 at a distorted geometry, with properties calculated with ωB97M-V/def2-TZVPD.

Each line ends with the Löwdin charge.
Positions of all 44 atoms, in Å:
O: -1.7347 2.7215 -2.8236  0.054
Cl: -2.2428 -3.4778 5.3489  0.659
O: 2.1304 -1.3930 -2.0117  -0.080
C: -0.6575 2.1771 -2.6507  -0.380
C: 0.3085 2.4269 -3.7034  -0.009
C: 1.4569 1.7136 -4.0377  -0.051
C: 1.9310 0.4549 -3.4704  -0.020
C: 1.6243 -0.1360 -2.2472  -0.208
C: -0.3000 1.5407 -1.3878  -0.042
C: 0.8203 0.5790 -1.2119  -0.030
C: -0.8441 1.7956 -0.1486  -0.175
C: 0.9419 0.4144 0.1595  -0.178
C: -0.6606 -1.3424 4.9027  -0.111
C: -2.2835 -1.7666 3.1979  -0.086
C: -0.1301 -0.2532 4.1767  -0.035
C: -1.8623 -0.6104 2.5233  -0.002
C: -1.6875 -2.1163 4.4134  -0.674
C: -0.7495 0.1542 2.9985  -0.200
N: -0.0703 1.1433 0.8160  0.008
C: -2.0751 2.6060 0.2468  -0.006
C: 2.0172 -0.3995 0.8709  0.000
C: -0.2071 1.3613 2.2736  -0.081
C: 0.1321 -2.7724 -2.4560  -0.068
C: 1.5663 -2.4467 -2.8035  -0.238
H: 0.0685 3.2691 -4.3318  0.104
H: 2.0419 2.0805 -4.9294  0.115
H: 2.6156 -0.0889 -4.1232  0.110
H: -0.1958 -1.5616 5.8576  0.104
H: -3.0659 -2.3985 2.8049  0.103
H: 0.7647 0.3021 4.5301  0.123
H: -2.2893 -0.2989 1.5822  0.105
H: -2.6852 2.0910 1.0022  0.074
H: -1.7774 3.6200 0.6107  0.100
H: -2.7043 2.7400 -0.6186  0.064
H: 2.1990 0.0557 1.8626  0.073
H: 2.9541 -0.3602 0.2650  0.095
H: 1.6771 -1.4327 0.9451  0.082
H: 0.7626 1.6922 2.7054  0.137
H: -0.8881 2.1362 2.4467  0.099
H: -0.5494 -1.9043 -2.5032  0.088
H: -0.2251 -3.5757 -3.0873  0.075
H: 0.0950 -3.1803 -1.4555  0.071
H: 2.1925 -3.3350 -2.6745  0.125
H: 1.5858 -2.2252 -3.8649  0.106

Summary:
SMILES string	CCOc1cccc(=O)c2c(C)n(Cc3ccc(Cl)cc3)c(C)c12
energy above the lowest of the compared OMol25 structures with the same formula, charge and spin	1.38	kcal/mol
frontier orbital gap	7.8	eV

***

Below is a structure of composition C20H20HgN3O4, with properties calculated with ωB97M-V/def2-TZVPD.

Each line ends with the Löwdin charge.
Positions of all 48 atoms, in Å:
Hg: -1.3342 0.4911 0.2889  0.968
O: 0.4147 -4.6783 -4.4909  -0.026
C: 0.5959 -4.8561 -3.2804  -0.686
O: 0.9243 -5.8259 -2.5864  -0.027
C: 0.3511 -3.5467 -2.4255  -0.066
C: 0.1425 -2.3329 -3.0471  0.055
C: -0.1396 -1.2132 -2.2696  -0.208
N: -0.1252 -1.2673 -0.9357  0.043
C: 0.1513 -2.4266 -0.3269  -0.201
C: 0.3562 -3.5975 -1.0461  0.056
C: 0.2142 -2.4244 1.1657  -0.212
C: 0.6472 -3.5223 1.9064  0.008
C: 0.6466 -3.4384 3.2873  -0.045
C: 0.2407 -2.2610 3.9010  -0.050
C: -0.1542 -1.2122 3.0907  -0.139
N: -0.1608 -1.3020 1.7645  0.021
C: -0.4618 0.0938 -2.9126  -0.218
C: -0.7140 0.1792 -4.2814  0.003
C: -0.9586 1.4144 -4.8510  -0.046
C: -0.9720 2.5399 -4.0428  -0.057
C: -0.7498 2.3650 -2.6904  -0.145
N: -0.4982 1.1814 -2.1349  0.023
H: 0.1947 -2.2965 -4.1248  0.112
H: 0.5245 -4.5539 -0.5721  0.113
H: 0.9751 -4.4268 1.4166  0.114
H: 0.9589 -4.2883 3.8796  0.113
H: 0.2421 -2.1560 4.9769  0.106
H: -0.4629 -0.2607 3.5079  0.100
H: -0.7360 -0.7096 -4.8925  0.113
H: -1.1336 1.4957 -5.9156  0.114
H: -1.1564 3.5251 -4.4473  0.106
H: -0.7668 3.2078 -2.0138  0.099
C: 2.0826 1.1695 1.8017  -0.096
O: 0.7508 1.6054 2.0026  -0.294
C: 0.6573 2.7960 2.7493  -0.220
C: -0.8036 3.0801 3.0439  -0.210
O: -1.6220 3.1943 1.9000  -0.257
C: -1.4302 4.4031 1.1926  -0.105
H: 2.5300 0.8399 2.7454  0.094
H: 2.6985 1.9693 1.3784  0.093
H: 2.0431 0.3340 1.1064  0.081
H: 1.1264 3.6301 2.2111  0.123
H: 1.1791 2.6852 3.7094  0.134
H: -0.8665 3.9932 3.6494  0.130
H: -1.2143 2.2471 3.6160  0.123
H: -1.6674 5.2637 1.8270  0.093
H: -2.1132 4.3836 0.3463  0.088
H: -0.4065 4.5087 0.8227  0.084

Summary:
<S²>	0.7528
multiplicity	2
energy above the lowest of the compared OMol25 structures with the same formula, charge and spin	7.08	kcal/mol
frontier orbital gap (spin up / spin down)	7.2 / 5.6	eV

***

Below is a structure of composition C20H20IrN5O10S3 at a distorted geometry, with properties calculated with ωB97M-V/def2-TZVPD.

Each line ends with the Löwdin charge.
Positions of all 59 atoms, in Å:
Ir: 1.3319 -0.3999 -1.2145  1.668
O: 3.9911 0.4694 1.7170  0.117
C: 3.0452 0.5075 0.9595  -0.531
O: 2.7461 -0.4339 0.0866  -0.258
C: 2.2105 1.7785 0.9249  -0.047
C: 2.3218 2.7170 1.9834  0.112
C: 1.3326 3.7000 2.1067  -0.164
C: 0.3192 3.8387 1.1590  0.086
C: 0.5618 3.2474 -0.0721  -0.080
C: 1.4194 2.1236 -0.1817  -0.286
O: 1.3851 1.5461 -1.3766  -0.241
N: -0.0203 3.8316 -1.2572  -0.285
O: 0.4742 3.5488 -2.3712  0.096
O: -0.9086 4.6974 -1.0698  0.043
N: 1.4768 4.7041 3.1063  -0.290
O: 2.0567 4.4044 4.1836  0.070
O: 0.8789 5.8199 2.8610  0.043
H: 3.1166 2.7646 2.7337  0.147
H: -0.5176 4.5817 1.2696  0.147
C: 4.3679 -5.2556 -2.7921  -0.127
C: 3.0047 -4.8415 -2.2164  -0.332
S: 3.1529 -3.1354 -1.4088  0.973
O: 1.6871 -2.6023 -1.2220  -0.689
C: 3.6925 -3.6295 0.1836  -0.385
C: 2.4997 -4.2001 1.0583  -0.095
H: 4.7526 -4.4670 -3.4484  0.082
H: 4.3241 -6.2696 -3.2346  0.096
H: 5.0495 -5.3713 -1.9741  0.053
H: 2.5847 -5.4827 -1.4089  0.091
H: 2.2727 -4.7150 -3.0203  0.088
H: 3.9331 -2.6877 0.7128  0.085
H: 4.5607 -4.2046 0.0286  0.069
H: 1.7597 -4.6627 0.3493  0.066
H: 2.0765 -3.4365 1.6841  0.065
H: 2.8054 -5.0742 1.6872  0.091
N: -5.2195 2.2064 4.1329  0.222
C: -4.7152 1.6384 2.9699  -0.220
C: -3.7768 2.4639 2.3450  0.027
C: -3.4898 2.3729 0.9699  0.037
C: -4.0164 1.2848 0.2305  -0.155
C: -4.8581 0.3733 0.8999  -0.009
C: -5.3201 0.5894 2.1823  0.062
S: -3.8435 0.9689 -1.5444  0.581
O: -4.7208 -0.0897 -1.7762  -0.278
O: -3.9105 2.1078 -2.3762  -0.222
N: -2.2268 0.6410 -1.6253  -0.036
C: -1.5785 -0.4541 -1.8133  -0.592
S: -2.2784 -1.8946 -2.5621  1.042
C: -1.0937 -1.6982 -3.8266  -0.350
C: -0.0061 -0.9720 -3.4936  -0.236
N: -0.1923 -0.4350 -2.2542  -0.313
H: -4.5334 2.7211 4.7331  0.160
H: -5.8376 1.6218 4.7117  0.145
H: -3.3986 3.2794 2.9211  0.124
H: -2.9639 3.1905 0.5295  0.116
H: -5.1572 -0.4184 0.2982  0.095
H: -6.1957 0.0743 2.6036  0.140
H: -1.2706 -2.2562 -4.6964  0.059
H: 0.8582 -0.7269 -4.0859  0.124

Summary:
<S²>	8.8052
net charge	+1
multiplicity	6
energy above the lowest of the compared OMol25 structures with the same formula, charge and spin	57.32	kcal/mol
frontier orbital gap (spin up / spin down)	5.0 / 3.4	eV

***

Below is the molecule C20H20N2O2, with properties calculated with ωB97M-V/def2-TZVPD.

Each line ends with the Löwdin charge.
Positions of all 44 atoms, in Å:
C: -1.7050 -2.6608 -0.0822  -0.084
H: -1.0649 -3.2932 -0.6939  0.072
H: -1.0997 -2.1782 0.6818  0.058
H: -2.4388 -3.2895 0.4163  0.075
C: -2.4065 -1.6135 -0.9507  -0.182
C: -3.2587 -0.7128 -0.1039  -0.159
C: -4.5180 -1.1343 0.3078  -0.030
C: -5.3170 -0.3407 1.1087  -0.073
C: -4.8701 0.9047 1.5170  -0.074
C: -3.6214 1.3447 1.1219  0.004
C: -2.8234 0.5384 0.3235  -0.145
N: -1.5429 1.0393 -0.0683  0.095
C: -0.3686 0.6995 0.5658  -0.362
O: -0.2676 -0.0903 1.4658  0.135
C: 0.7675 1.4997 -0.0899  -0.172
N: 1.8553 0.6763 -0.5321  -0.041
C: 3.0534 0.5511 0.1459  -0.181
C: 3.6227 1.3933 1.0858  -0.016
C: 4.8813 1.0774 1.5789  -0.096
C: 5.5624 -0.0455 1.1464  -0.104
C: 4.9935 -0.8845 0.1935  -0.037
C: 3.7467 -0.5816 -0.2969  -0.166
C: 2.9260 -1.2878 -1.3391  -0.082
H: 2.8301 -2.3551 -1.1411  0.118
H: 3.3823 -1.1661 -2.3247  0.120
C: 1.5754 -0.5608 -1.2551  -0.118
H: 1.1626 -0.3362 -2.2432  0.122
H: 0.8467 -1.1703 -0.7054  0.110
H: 5.5208 -1.7616 -0.1519  0.112
H: 6.5381 -0.2723 1.5478  0.095
H: 5.3321 1.7245 2.3169  0.100
H: 3.1152 2.2777 1.4416  0.100
H: 1.1570 2.1849 0.6690  0.153
C: 0.0791 2.2707 -1.2233  0.004
C: -1.3957 1.9571 -1.0947  -0.406
O: -2.2992 2.3985 -1.7492  0.130
H: 0.2304 3.3484 -1.1671  0.132
H: 0.4330 1.9443 -2.2018  0.131
H: -3.2565 2.3144 1.4261  0.123
H: -5.4907 1.5317 2.1384  0.104
H: -6.2921 -0.6914 1.4119  0.104
H: -4.8742 -2.1016 -0.0156  0.117
H: -3.0385 -2.1188 -1.6845  0.116
H: -1.6622 -1.0296 -1.4963  0.101

Summary:
SMILES string	CCc1ccccc1N1C(=O)C[C@H](N2CCc3ccccc32)C1=O
energy above the lowest of the compared OMol25 structures with the same formula, charge and spin	3.61	kcal/mol
frontier orbital gap	8.4	eV